# 1
Here is a structure of composition C35H44BaCl5N3PSSe2Te2 from OMol25. Energies are from the ωB97M-V functional and the def2-TZVPD basis.

## Properties
LUMO energy ... 1.284 eV
Energy ... -9929.40024 Eh
Energy relative to the best compared isomer or geometry (same formula, charge and spin) ... 40.06 kJ/mol
Gap between HOMO and LUMO ... 0.1780 Eh

```
! RIJCOSX wB97M-V def2-TZVPD def2/J DEFGRID3
* xyz -1 1
Ba 0.57 0.95 0.22
C -3.90 -5.24 0.87
C -3.92 -3.85 0.21
C -5.18 -3.72 -0.65
C -3.98 -2.81 1.32
C -2.69 -3.69 -0.68
C -2.48 -4.62 -1.72
C -1.39 -4.56 -2.55
C -0.46 -3.53 -2.35
S 1.03 -3.20 -3.17
C 1.29 -1.83 -2.13
N 0.34 -1.62 -1.25
C -0.65 -2.59 -1.35
C -1.76 -2.67 -0.50
C 2.52 -1.02 -2.25
C 3.53 -1.48 -3.11
C 4.71 -0.76 -3.21
C 4.86 0.40 -2.46
C 3.84 0.83 -1.62
C 2.62 0.15 -1.48
H -4.78 -5.37 1.50
H -3.01 -5.36 1.49
H -3.90 -6.04 0.12
H -6.07 -3.82 -0.03
H -5.22 -4.48 -1.43
H -5.22 -2.74 -1.13
H -4.87 -2.98 1.93
H -4.04 -1.80 0.93
H -3.11 -2.86 1.98
H -3.20 -5.41 -1.87
H -1.25 -5.29 -3.34
H -1.86 -1.93 0.29
H 3.42 -2.39 -3.69
H 5.50 -1.10 -3.87
H 5.79 0.97 -2.52
H 4.04 1.73 -1.04
Se 4.93 2.81 2.34
Te 2.90 3.67 1.11
Te 1.13 4.48 3.04
Se -0.61 2.68 3.02
C 2.92 -0.06 4.35
C 2.13 0.47 3.14
N 2.35 -0.39 1.97
C 1.80 -1.72 2.20
C 2.42 -2.31 3.48
N 3.52 -1.38 3.92
C 4.51 -1.15 2.81
C 3.76 -0.49 1.64
H 2.30 -0.27 5.22
H 3.75 0.59 4.60
H 2.51 1.47 2.91
H 1.07 0.55 3.36
H 2.03 -2.33 1.33
H 0.72 -1.66 2.30
H 2.89 -3.29 3.32
H 1.71 -2.38 4.30
H 4.00 -1.79 4.71
H 4.94 -2.12 2.57
H 5.28 -0.48 3.21
H 3.86 -1.07 0.72
H 4.16 0.51 1.47
C -1.21 3.99 -4.77
C -0.86 2.91 -3.75
P -0.22 3.47 -2.12
C 1.13 4.64 -2.58
C 2.27 3.95 -3.30
C -1.52 4.64 -1.54
C -1.26 5.10 -0.11
H -1.57 3.55 -5.71
H -0.35 4.60 -5.02
H -1.99 4.65 -4.40
H -0.12 2.22 -4.16
H -1.74 2.29 -3.53
H 1.49 5.07 -1.64
H 0.73 5.47 -3.17
H 2.62 3.07 -2.75
H 3.12 4.62 -3.42
H 1.97 3.61 -4.30
H -2.48 4.12 -1.61
H -1.57 5.50 -2.21
H -1.26 4.26 0.60
H -2.02 5.81 0.22
H -0.29 5.59 -0.01
Cl -1.23 -1.19 4.03
C -2.27 -0.21 2.94
C -1.85 0.00 1.65
C -2.76 0.68 0.88
Cl -2.41 0.89 -0.89
C -3.97 1.20 1.33
Cl -5.03 2.09 0.29
C -4.31 0.99 2.66
Cl -5.80 1.60 3.28
C -3.46 0.25 3.48
Cl -3.91 -0.06 5.12
*
```

Atomic partial charges in e from the Löwdin method, atoms 1 to 2:
1 Ba 1.283
2 C -0.051

=====

# 2
Here is a cluster of 2 separate species, C3H7NO2 in total at a distorted geometry from OMol25. Energies are from the ωB97M-V functional and the def2-TZVPD basis.

## Properties
LUMO energy ... 0.923 eV
Energy ... -323.69022 Eh
Energy relative to the best compared isomer or geometry (same formula, charge and spin) ... 238.26 kJ/mol
Gap between HOMO and LUMO ... 0.3519 Eh

```
! RIJCOSX wB97M-V def2-TZVPD def2/J DEFGRID3
* xyz 0 1
C 1.12 -0.07 -1.10
C 1.14 -1.33 -1.66
N 0.75 0.06 0.27
H 1.20 0.90 -1.58
H 1.17 -1.36 -2.81
H 1.27 -2.29 -1.18
H 1.08 -0.75 0.92
H -1.28 -0.03 0.22
H 0.97 0.95 0.75
O -2.13 -0.04 0.67
C -1.79 0.99 1.59
O -1.17 1.99 1.26
H -2.33 0.97 2.64
*
```

Atomic partial charges in e from the Löwdin method, atoms 1 to 2:
1 C -0.257
2 C -0.035

=====

# 3
Here is a structure of composition C35H40BaBr2N6PS2 from OMol25. Energies are from the ωB97M-V functional and the def2-TZVPD basis.

## Properties
LUMO energy ... 1.961 eV
Energy ... -7997.58235 Eh
Energy relative to the best compared isomer or geometry (same formula, charge and spin) ... 7.94 kJ/mol
Gap between HOMO and LUMO ... 0.1915 Eh

```
! RIJCOSX wB97M-V def2-TZVPD def2/J DEFGRID3
* xyz -1 1
Ba 0.93 0.89 -0.72
Br -1.31 -4.18 -1.61
C -2.16 -2.64 -0.80
Br -1.91 -2.57 1.11
H -3.22 -2.72 -0.98
H -1.72 -1.74 -1.24
N -0.09 0.27 3.35
P 1.44 0.32 2.59
C 2.41 1.52 3.57
C 2.13 1.86 4.88
C 2.92 2.78 5.56
C 4.00 3.36 4.92
C 4.27 3.04 3.59
C 3.48 2.13 2.91
C 2.16 -1.24 3.25
C 3.54 -1.45 3.18
C 4.10 -2.64 3.60
C 3.30 -3.66 4.10
C 1.92 -3.48 4.16
C 1.36 -2.28 3.73
C -1.28 0.63 2.72
C -2.45 0.70 3.48
C -3.63 1.02 2.84
C -3.62 1.26 1.48
C -2.41 1.17 0.81
N -1.26 0.85 1.41
H -0.16 0.10 4.34
H 1.28 1.42 5.40
H 2.68 3.04 6.58
H 4.61 4.09 5.44
H 5.09 3.52 3.07
H 3.65 1.95 1.85
H 4.18 -0.67 2.78
H 5.17 -2.78 3.54
H 3.74 -4.59 4.45
H 1.28 -4.26 4.54
H 0.29 -2.15 3.76
H -2.42 0.52 4.55
H -4.55 1.09 3.41
H -4.52 1.51 0.93
H -2.35 1.32 -0.26
S 3.80 1.60 -0.77
C 3.43 3.33 -1.05
C 4.28 4.00 -1.94
C 4.16 5.34 -2.24
C 3.15 6.08 -1.63
C 2.29 5.44 -0.75
C 2.39 4.07 -0.44
S 1.15 3.44 0.69
H 5.07 3.41 -2.41
H 4.85 5.81 -2.93
H 3.02 7.13 -1.83
H 1.49 5.99 -0.27
C 1.86 -6.19 -0.74
C 3.30 -5.91 -0.33
C 4.16 -5.53 -1.53
C 3.37 -4.85 0.78
N 2.81 -3.57 0.38
C 1.56 -3.11 0.47
N 1.52 -1.91 -0.06
N 2.78 -1.64 -0.46
N 3.56 -2.62 -0.21
H 1.82 -7.01 -1.46
H 1.41 -5.31 -1.22
H 1.23 -6.46 0.11
H 3.71 -6.81 0.13
H 3.81 -4.60 -1.99
H 4.11 -6.32 -2.29
H 5.20 -5.39 -1.25
H 4.40 -4.65 1.07
H 2.82 -5.17 1.66
H 0.74 -3.65 0.91
C -3.72 2.22 -3.94
C -3.66 0.74 -3.54
C -3.77 -0.13 -4.80
C -4.84 0.43 -2.61
C -2.39 0.46 -2.84
C -1.34 0.23 -2.26
H -4.66 2.44 -4.46
H -2.89 2.47 -4.60
H -3.65 2.86 -3.06
H -4.70 0.08 -5.33
H -3.74 -1.19 -4.53
H -2.93 0.07 -5.46
H -5.79 0.65 -3.11
H -4.78 1.04 -1.70
H -4.84 -0.62 -2.31
*
```

Atomic partial charges in e from the Löwdin method, atoms 1 to 2:
1 Ba 1.242
2 Br 0.582

=====

# 4
Here is a structure of composition C26H16Br2N5Pd at a distorted geometry from OMol25. Energies are from the ωB97M-V functional and the def2-TZVPD basis.

## Properties
<S²> ... 6.12
LUMO energy (spin up / spin down) ... -10.379 / -14.617 eV
Energy ... -6548.90230 Eh
Gap between HOMO and LUMO (spin up / spin down) ... 0.2035 / 0.0464 Eh

```
! RIJCOSX wB97M-V def2-TZVPD def2/J DEFGRID3
* xyz 3 5
Pd 1.01 -0.87 0.00
N -7.06 5.94 0.11
C -6.18 5.20 0.11
C -5.09 4.28 0.07
C -3.80 4.75 -0.17
C -2.73 3.86 -0.18
C -2.96 2.50 0.05
C -4.25 2.04 0.27
C -5.32 2.92 0.29
C -1.82 1.55 0.03
C -0.86 1.66 1.05
C -0.88 2.61 2.14
C 0.15 2.29 2.96
C 0.78 1.14 2.38
N 0.21 0.77 1.25
C -1.76 0.60 -0.99
C -2.71 0.47 -2.07
C -2.22 -0.47 -2.92
C -0.98 -0.90 -2.37
N -0.71 -0.30 -1.21
H -3.63 5.80 -0.36
H -1.73 4.23 -0.38
H -4.43 0.99 0.48
H -6.32 2.56 0.47
H -1.59 3.41 2.26
H 0.44 2.77 3.89
H 1.60 0.58 2.81
H -3.62 1.03 -2.17
H -2.65 -0.81 -3.85
H -0.28 -1.59 -2.82
Br 3.52 -6.63 -2.79
C 2.74 -5.19 -1.90
C 1.35 -4.96 -2.01
C 0.85 -3.84 -1.38
N 1.61 -3.00 -0.67
C 2.92 -3.27 -0.49
C 3.53 -4.34 -1.12
C 3.69 -2.35 0.39
C 4.87 -2.75 0.99
C 5.57 -1.84 1.78
Br 7.16 -2.38 2.63
C 5.09 -0.55 1.90
C 3.89 -0.24 1.28
N 3.18 -1.12 0.57
H 0.71 -5.63 -2.57
H -0.21 -3.63 -1.42
H 4.59 -4.51 -1.04
H 5.24 -3.76 0.88
H 5.62 0.20 2.47
H 3.50 0.77 1.34
*
```

Atomic partial charges in e from the Löwdin method, atoms 1 to 2:
1 Pd 1.140
2 N 0.213